{"formula": "C6H7N", "method": "ωB97M-V/def2-TZVPD", "orbital_gap_ev": 9.64, "energy_ha": -287.41320, "homo_energy_ev": -8.8, "de_lowest_kcal_mol": 109.2, "charge": 0, "species": ["N", "C", "C", "C", "C", "C", "C", "H", "H", "H", "H", "H", "H", "H"], "coordinates": [[2.37038, -0.75027, -0.15696], [-1.84723, -1.71501, -0.57869], [-0.43340, 1.57450, -0.60028], [0.57661, -0.13422, 1.56541], [1.28566, -0.35543, 0.31571], [-0.15820, 0.15538, 0.15266], [-0.98602, -0.90414, -0.34040], [0.03063, -1.05507, 1.90663], [-0.87432, 2.47278, -0.05798], [2.43199, -0.90971, -1.12264], [0.51741, 2.00279, -0.93401], [0.85247, 0.60854, 2.22838], [-1.14695, 1.28196, -1.37697], [-2.61904, -2.27211, -1.00085]], "nbo_charge": [-0.60, -0.24, -0.60, -0.45, 0.35, -0.19, -0.01, 0.25, 0.22, 0.35, 0.22, 0.24, 0.23, 0.23]}

{"formula": "C30H81N7O8", "method": "ωB97M-V/def2-TZVPD", "orbital_gap_ev": 8.83, "energy_ha": -2176.59214, "homo_energy_ev": -8.5, "de_lowest_kcal_mol": 29.3, "charge": 0, "species": ["O", "O", "O", "O", "O", "O", "O", "O", "N", "N", "N", "N", "N", "N", "N", "C", "C", "C", "C", "C", "C", "C", "C", "C", "C", "C", "C", "C", "C", "C", "C", "C", "C", "C", "C", "C", "C", "C", "C", "C", "C", "C", "C", "C", "C", "H", "H", "H", "H", "H", "H", "H", "H", "H", "H", "H", "H", "H", "H", "H", "H", "H", "H", "H", "H", "H", "H", "H", "H", "H", "H", "H", "H", "H", "H", "H", "H", "H", "H", "H", "H", "H", "H", "H", "H", "H", "H", "H", "H", "H", "H", "H", "H", "H", "H", "H", "H", "H", "H", "H", "H", "H", "H", "H", "H", "H", "H", "H", "H", "H", "H", "H", "H", "H", "H", "H", "H", "H", "H", "H", "H", "H", "H", "H", "H", "H"], "coordinates": [[-4.67861, 0.45354, 0.73204], [-0.23785, 0.49148, -2.27051], [-0.92335, 3.24020, -8.41827], [3.17752, -0.88520, 3.87419], [-3.06401, 1.03406, 4.41197], [1.06679, 6.80301, 2.33742], [1.13235, -6.27635, 0.76505], [5.63954, -2.74656, -1.81782], [-2.14867, -0.99797, 1.48829], [2.44902, -3.53421, 2.85733], [-7.55169, 0.98694, 3.06641], [-0.08592, 1.00309, 0.53213], [1.47578, 3.78143, 0.35325], [8.41891, -4.58668, -0.18209], [-3.71180, 1.31004, -9.70617], [1.57411, -0.74428, 0.73343], [-6.96516, -1.13150, 1.90125], [-1.63809, 2.08285, -8.86651], [-6.51335, 0.23507, 2.30686], [0.15185, -0.55787, -1.39240], [3.29188, -2.06152, 4.64459], [0.14862, 2.99161, -7.53998], [2.17207, 0.01007, 4.37062], [-0.64579, 0.10485, -3.56509], [0.84456, 0.14176, -0.24377], [1.79451, 7.89212, 2.87137], [6.59383, -5.66618, -1.49284], [-2.76029, 2.36469, 4.82144], [5.04768, -1.49730, -1.56055], [1.47842, -4.45932, 2.31514], [-2.37677, 0.74673, 3.18511], [1.89673, 5.80861, 1.76042], [-0.01037, -5.80523, 0.07510], [6.50883, -3.15257, -0.78192], [-3.76013, 3.32284, -8.28323], [2.03634, -5.24681, 1.12722], [-2.69506, -0.68654, 2.81994], [-5.83959, 1.09145, 1.25385], [0.49805, 3.84390, 2.59823], [7.36397, -4.37259, -1.18205], [-2.21842, -1.73456, 3.79727], [-4.14039, 1.24966, -0.29415], [2.24358, -3.11144, 4.26186], [-2.98501, 2.56260, -9.36097], [0.93040, 4.65074, 1.39987], [-3.28838, 0.73944, -0.75751], [-4.81546, 3.40347, -8.54648], [0.85560, -1.18167, -1.96299], [2.73216, 7.53815, 3.30804], [7.34516, -6.44114, -1.61956], [7.85107, -3.89153, -2.04106], [0.10321, 4.46517, 3.40583], [-2.62064, -1.53806, 4.78905], [-4.00787, 0.82605, -8.86585], [2.32290, -4.03480, 4.83303], [2.38120, 6.23968, 0.88263], [7.93624, -4.51877, 0.71513], [-5.76159, 0.03025, 3.08333], [4.10949, -1.50426, -2.12660], [-2.94392, 3.04183, -10.33867], [-0.95064, 1.67493, -9.61962], [-2.85930, 1.41055, 2.46512], [-8.20696, 1.38456, 2.39041], [0.71923, 3.57801, -0.28643], [2.57423, -2.69463, 2.31560], [8.73933, -5.54268, -0.26802], [-0.65487, -5.16728, 0.67554], [-0.06718, 2.24479, -6.76770], [5.91310, -5.89965, -0.66760], [4.28557, -2.50037, 4.55020], [-6.56974, 1.16887, 0.43269], [0.94389, -1.38662, 1.35739], [1.27037, 3.18167, 3.00055], [2.62198, 5.40070, 2.47285], [-7.48552, -1.58574, 2.74351], [1.11083, -5.16413, 3.06086], [-3.60437, 2.85162, -7.31133], [-1.12207, -1.65954, 3.81218], [-0.78474, 0.38418, 0.97468], [-1.29213, 0.82973, 3.29534], [2.27083, -4.57420, 0.29852], [5.89180, -5.57521, -2.32331], [-0.69737, 1.51777, -0.10177], [2.89533, -5.75343, 1.56914], [2.00856, 8.58898, 2.05426], [-4.53322, 1.52963, -10.25406], [1.12328, 2.89396, -8.01530], [2.35967, 0.27584, 5.41194], [0.18752, -0.41039, -4.06267], [-1.75639, 1.27355, -8.13344], [-0.76589, 0.99715, -4.17737], [-7.61398, -1.16883, 1.02016], [-4.83086, 1.57170, -1.07484], [-7.02538, 1.79305, 3.40342], [1.81386, 2.86372, 0.60666], [1.57068, 0.85336, -0.64203], [2.19998, 0.92379, 3.78147], [-6.09684, -1.75546, 1.67665], [0.06377, 5.13431, 0.94553], [5.95798, -3.40794, 0.13658], [5.61737, -0.66818, -1.99060], [-3.46826, 4.36875, -8.14879], [-2.55702, -0.44682, 0.75013], [1.25431, 8.44345, 3.63866], [-2.75515, 3.11910, 4.02911], [1.25121, -2.63996, 4.25854], [1.20592, -0.47974, 4.23877], [0.30713, -5.30271, -0.84780], [-3.77325, -0.88489, 2.77342], [1.96683, -0.08248, 1.51015], [4.76478, -1.38001, -0.51146], [-0.67212, -1.18388, -1.02904], [2.36263, -1.28403, 0.20987], [-3.61169, 2.12801, 0.10753], [-2.46391, -2.74952, 3.48638], [7.18441, -2.30984, -0.60066], [-3.49323, 2.66960, 5.56495], [0.18594, 3.86811, -6.88130], [0.62541, -3.84431, 1.97758], [-1.75463, 2.31052, 5.24996], [-1.53268, -0.52823, -3.50377], [-5.62810, 2.10120, 1.61775], [-0.26289, 3.13604, 2.26152], [-0.54374, -6.66735, -0.32437], [3.18228, -1.92310, 5.72766], [-2.18010, -1.97248, 1.22840]], "lowdin_charge": [-0.20, -0.21, -0.20, -0.19, -0.19, -0.20, -0.19, -0.19, 0.05, -0.07, 0.04, 0.05, 0.04, 0.03, 0.01, -0.05, -0.06, -0.21, -0.46, -0.19, -0.23, -0.12, -0.08, -0.10, -0.42, -0.11, -0.05, -0.10, -0.12, -0.23, -0.19, -0.20, -0.11, -0.23, -0.06, -0.21, -0.43, -0.20, -0.07, -0.44, -0.05, -0.12, -0.18, -0.41, -0.42, 0.08, 0.07, 0.12, 0.08, 0.07, 0.13, 0.08, 0.08, 0.06, 0.12, 0.12, 0.07, 0.13, 0.08, 0.14, 0.13, 0.12, 0.07, 0.06, 0.07, 0.06, 0.07, 0.08, 0.08, 0.12, 0.13, 0.07, 0.07, 0.12, 0.08, 0.13, 0.08, 0.06, 0.02, 0.12, 0.12, 0.07, 0.06, 0.12, 0.09, 0.06, 0.09, 0.09, 0.09, 0.12, 0.08, 0.08, 0.09, 0.07, 0.05, 0.13, 0.07, 0.08, 0.14, 0.13, 0.09, 0.07, 0.04, 0.08, 0.08, 0.10, 0.07, 0.09, 0.11, 0.07, 0.08, 0.12, 0.07, 0.09, 0.08, 0.13, 0.09, 0.09, 0.10, 0.09, 0.09, 0.13, 0.05, 0.09, 0.12, 0.08]}

{"formula": "C2H5N3O", "method": "ωB97M-V/def2-TZVPD", "orbital_gap_ev": 10.25, "energy_ha": -318.59036, "homo_energy_ev": -9.3, "de_lowest_kcal_mol": 100.5, "charge": 0, "species": ["O", "N", "N", "N", "C", "C", "H", "H", "H", "H", "H"], "coordinates": [[1.60858, -0.16794, -0.19484], [-0.20732, 1.22713, 0.12867], [-1.98950, -0.22437, -0.14686], [1.16482, 1.24595, 0.29225], [0.44048, -0.96197, -0.21689], [-0.74522, -0.03554, -0.06638], [-2.24672, -1.18310, -0.35308], [0.80701, -1.43491, 0.74562], [0.41212, -1.58517, -1.10968], [-0.60314, 2.00951, -0.37317], [1.35888, 1.11041, 1.29436]], "nbo_charge": [-0.43, -0.48, -0.67, -0.15, -0.19, 0.40, 0.35, 0.23, 0.22, 0.41, 0.33]}

{"formula": "C19H21N3O6S", "method": "ωB97M-V/def2-TZVPD", "orbital_gap_ev": 9.25, "energy_ha": -1750.56519, "homo_energy_ev": -8.8, "de_lowest_kcal_mol": 13.3, "charge": 0, "species": ["S", "O", "O", "O", "O", "O", "O", "N", "N", "N", "C", "C", "C", "C", "C", "C", "C", "C", "C", "C", "C", "C", "C", "C", "C", "C", "C", "C", "C", "H", "H", "H", "H", "H", "H", "H", "H", "H", "H", "H", "H", "H", "H", "H", "H", "H", "H", "H", "H", "H"], "coordinates": [[-0.80083, -1.06102, -1.35726], [-2.74801, 3.71752, -0.74570], [-2.04668, -1.43089, -1.95366], [-2.71839, 5.97254, -0.45979], [0.42081, -1.55004, -1.92962], [3.49488, -0.50691, -0.94296], [-0.85995, -3.53418, 3.40329], [-0.77822, 4.75109, -0.69259], [-0.82496, -1.60410, 0.20118], [0.06050, -4.03037, 1.39491], [2.81880, -0.02007, 1.23628], [-1.77220, 2.78088, -0.90427], [1.86595, -1.68621, 2.67686], [-0.70337, 0.71749, -1.21191], [3.59953, -1.39586, -2.03684], [2.00298, -2.63406, 1.67200], [0.65637, 2.69660, -1.01774], [-1.89096, 1.42011, -1.07296], [0.17335, 5.82360, -0.59836], [-0.95092, -3.61474, 2.19753], [0.53952, 1.32480, -1.18760], [-0.51754, 3.41510, -0.87292], [-2.05289, -1.77950, 0.93991], [1.43629, -4.01903, 1.86570], [2.27981, -0.38244, 2.45304], [-2.20487, -3.23392, 1.42573], [-2.14594, 4.93503, -0.61552], [2.54685, -2.27435, 0.44363], [2.95968, -0.96628, 0.21777], [-2.09316, -1.09780, 1.79556], [2.17876, 0.35595, 3.23427], [-3.07123, -3.30258, 2.08234], [-0.05826, -3.89345, 0.40100], [1.61955, 3.17893, -1.00345], [4.26340, -2.23382, -1.80443], [4.03167, -0.80984, -2.84625], [1.41519, -4.28302, 2.92465], [-2.84037, 0.91577, -1.12098], [1.42906, -1.96915, 3.62164], [2.61334, -1.76332, -2.33273], [0.83785, 5.66876, 0.25307], [0.76483, 5.88892, -1.51282], [2.00398, -4.76675, 1.30820], [3.14603, 0.99025, 1.04754], [2.63092, -3.01864, -0.33159], [1.41565, 0.71262, -1.31980], [-2.86432, -1.54653, 0.24852], [-2.33981, -3.89085, 0.56737], [0.00672, -1.40220, 0.73084], [-0.38893, 6.74600, -0.46009]], "nbo_charge": [2.34, -0.45, -0.94, -0.59, -0.96, -0.52, -0.62, -0.42, -0.91, -0.61, -0.30, 0.32, -0.26, -0.35, -0.27, -0.01, -0.24, -0.24, -0.41, 0.68, -0.19, 0.12, -0.22, -0.25, -0.19, -0.50, 0.87, -0.33, 0.39, 0.20, 0.22, 0.24, 0.40, 0.23, 0.17, 0.20, 0.24, 0.25, 0.23, 0.21, 0.21, 0.21, 0.21, 0.22, 0.22, 0.25, 0.23, 0.22, 0.43, 0.25]}

{"formula": "C3H8ClN4OP", "method": "ωB97M-V/def2-TZVPD", "orbital_gap_ev": 8.53, "energy_ha": -1214.89508, "homo_energy_ev": -8.4, "de_lowest_kcal_mol": 0.0, "charge": 0, "species": ["Cl", "P", "O", "N", "N", "N", "N", "C", "C", "C", "H", "H", "H", "H", "H", "H", "H", "H"], "coordinates": [[0.76075, 1.96587, -1.60640], [1.56922, -0.39729, -0.27787], [1.57290, -1.22432, -1.63691], [3.23037, -0.41236, 0.06903], [-1.47784, -1.25874, -0.57466], [0.68992, 0.92230, -0.24883], [0.83188, -1.45748, 0.78570], [-2.47355, 1.53575, 1.07995], [-2.06107, -0.28173, -0.33575], [-2.84987, 0.80375, -0.01172], [0.24757, -0.96841, 1.38437], [-1.75693, 1.03982, 1.71658], [-2.96238, 2.42589, 1.37696], [3.69615, 0.40417, 0.38405], [1.02610, -0.91342, -2.27131], [-3.61819, 1.07934, -0.77099], [0.23303, -2.05563, 0.21498], [3.34194, -1.20751, 0.72283]], "nbo_charge": [0.06, 2.26, -0.97, -1.18, -0.39, -1.14, -1.17, -0.24, 0.31, -0.35, 0.39, 0.21, 0.21, 0.41, 0.51, 0.25, 0.43, 0.41]}

{"formula": "C5H11NO", "method": "ωB97M-V/def2-TZVPD", "orbital_gap_ev": 9.44, "energy_ha": -327.00392, "homo_energy_ev": -9.2, "de_lowest_kcal_mol": 80.0, "charge": 0, "species": ["O", "N", "C", "C", "C", "C", "C", "H", "H", "H", "H", "H", "H", "H", "H", "H", "H", "H"], "coordinates": [[0.06523, -1.84269, 2.27184], [-2.06456, 0.33360, -0.36266], [-1.97537, -0.89468, -0.65120], [0.20407, 1.00021, -0.94977], [1.61380, 1.29018, -0.52616], [-0.80629, 0.94998, -0.08351], [2.33524, -0.04750, -0.30268], [0.07293, 0.67638, -1.97612], [3.26752, 0.10248, 0.23249], [-1.22678, -1.37310, -1.30175], [-0.87616, -1.68931, 2.44435], [-2.62005, -1.61660, -0.14083], [-0.55500, 1.35116, 0.89008], [1.59410, 1.85251, 0.41141], [2.33301, -0.60626, -1.23760], [1.72221, -0.66728, 0.35861], [2.13477, 1.95129, -1.21163], [0.04019, -1.52574, 1.35961]], "nbo_charge": [-0.92, -0.43, 0.00, -0.21, -0.43, -0.07, -0.60, 0.19, 0.22, 0.14, 0.46, 0.17, 0.21, 0.20, 0.21, 0.19, 0.21, 0.46]}